# 1
{"formula": "C24H25BN6Pt", "method": "wB97M-V/def2-TZVPD", "elements": ["Pt", "B", "N", "C", "C", "C", "N", "N", "C", "C", "C", "N", "H", "H", "H", "H", "H", "H", "H", "H", "N", "C", "C", "C", "C", "C", "C", "C", "C", "C", "C", "C", "C", "H", "H", "H", "H", "H", "H", "H", "H", "H", "H", "N", "C", "C", "C", "C", "C", "C", "H", "H", "H", "H", "H", "H", "H"], "coordinates": [[0.683, 0.240, 0.552], [2.755, 2.574, -1.187], [2.926, 1.035, -1.317], [3.976, 0.510, -1.954], [3.711, -0.816, -2.245], [2.438, -1.022, -1.731], [1.961, 0.099, -1.177], [1.821, 2.995, -0.005], [1.677, 4.277, 0.342], [0.583, 4.403, 1.176], [0.097, 3.109, 1.298], [0.852, 2.267, 0.580], [3.849, 3.041, -0.985], [2.261, 2.997, -2.210], [4.827, 1.129, -2.181], [4.342, -1.521, -2.755], [1.850, -1.922, -1.739], [2.353, 5.014, -0.058], [0.200, 5.297, 1.634], [-0.714, 2.731, 1.894], [-2.285, 1.220, -0.046], [-3.119, 0.372, 0.730], [-4.313, -0.077, 0.162], [-5.139, -0.981, 0.803], [-4.777, -1.437, 2.062], [-3.614, -0.965, 2.644], [-2.754, -0.051, 2.018], [-1.552, 0.394, 2.806], [-1.820, 0.794, 4.126], [-0.828, 1.083, 5.042], [0.495, 0.930, 4.655], [0.773, 0.585, 3.343], [-0.216, 0.368, 2.360], [-2.628, 1.247, -0.997], [-2.171, 2.169, 0.287], [-4.586, 0.306, -0.816], [-6.051, -1.316, 0.328], [-5.389, -2.157, 2.589], [-3.332, -1.356, 3.613], [-2.853, 0.911, 4.430], [-1.089, 1.413, 6.039], [1.305, 1.105, 5.353], [1.815, 0.520, 3.051], [0.254, -1.813, 0.735], [0.100, -2.684, -0.413], [0.694, -3.935, -0.425], [0.561, -4.744, -1.545], [-0.173, -4.307, -2.637], [-0.773, -3.054, -2.608], [-0.634, -2.236, -1.499], [0.913, -2.219, 1.394], [-0.638, -1.770, 1.227], [1.271, -4.271, 0.429], [1.035, -5.717, -1.562], [-0.272, -4.937, -3.511], [-1.337, -2.705, -3.463], [-1.050, -1.238, -1.471]], "lowdin_charge": [1.078, -0.409, -0.089, -0.093, -0.051, -0.147, -0.101, -0.061, -0.090, -0.044, -0.152, -0.118, 0.071, 0.070, 0.121, 0.092, 0.080, 0.125, 0.094, 0.095, 0.090, -0.263, -0.048, -0.092, -0.095, -0.051, -0.140, -0.214, -0.062, -0.092, -0.096, -0.145, -0.309, 0.079, 0.076, 0.106, 0.101, 0.099, 0.113, 0.112, 0.100, 0.100, 0.082, -0.027, -0.326, -0.040, -0.076, -0.083, -0.066, -0.051, 0.108, 0.096, 0.116, 0.106, 0.104, 0.109, 0.104], "energy_ev": -38158.921, "spin_multiplicity": 1, "de_lowest_kcal_mol": 0.00, "lumo_ha": 0.0151}



# 2
{"formula": "C4H5NO2", "method": "wB97M-V/def2-TZVPD", "elements": ["C", "C", "C", "C", "N", "O", "O", "H", "H", "H", "H", "H"], "coordinates": [[-1.245, 0.408, 0.573], [-0.066, 0.319, 1.192], [-0.868, -0.491, -0.531], [0.479, -0.541, 0.121], [1.427, 0.314, -0.595], [1.041, 1.400, -0.987], [2.508, -0.121, -0.854], [-2.106, 1.010, 0.837], [0.328, 0.723, 2.029], [-1.403, -1.416, -0.563], [-1.005, 0.064, -1.391], [0.910, -1.668, 0.170]], "lowdin_charge": [-0.033, -0.011, -0.126, -0.222, -0.393, 0.075, 0.095, 0.114, 0.079, 0.116, 0.098, 0.208], "energy_ev": -9808.867, "spin_multiplicity": 1, "de_lowest_kcal_mol": 125.63, "lumo_ha": 0.0210}



# 3
{"formula": "C41H51AsF3HgN7O4S2SbSi3", "method": "wB97M-V/def2-TZVPD", "elements": ["Hg", "C", "C", "N", "N", "C", "N", "S", "C", "C", "C", "C", "C", "N", "H", "H", "H", "H", "H", "H", "H", "H", "H", "O", "C", "O", "C", "C", "N", "N", "C", "C", "O", "O", "H", "H", "H", "F", "C", "C", "C", "C", "C", "C", "Sb", "C", "C", "C", "C", "F", "C", "C", "C", "C", "C", "C", "F", "C", "C", "H", "H", "H", "H", "H", "H", "H", "H", "H", "H", "H", "H", "C", "Si", "C", "C", "As", "Si", "C", "C", "C", "Si", "C", "C", "C", "H", "H", "H", "H", "H", "H", "H", "H", "H", "H", "H", "H", "H", "H", "H", "H", "H", "H", "H", "H", "H", "H", "H", "H", "H", "H", "H", "S", "C", "N"], "coordinates": [[0.760, 0.003, 0.177], [1.264, -4.670, 0.809], [0.827, -3.263, 1.123], [1.656, -2.281, 1.155], [2.965, -2.482, 1.059], [3.743, -1.890, 0.220], [5.108, -2.065, 0.444], [3.306, -1.028, -1.211], [-0.577, -2.971, 1.412], [-1.521, -3.995, 1.566], [-2.841, -3.674, 1.820], [-3.216, -2.338, 1.865], [-2.222, -1.385, 1.715], [-0.941, -1.681, 1.534], [2.321, -4.654, 0.553], [0.702, -5.083, -0.031], [1.130, -5.322, 1.677], [5.324, -2.277, 1.409], [5.662, -1.322, 0.053], [-1.212, -5.029, 1.494], [-3.576, -4.455, 1.973], [-4.245, -2.038, 2.003], [-2.457, -0.325, 1.747], [-0.241, 5.461, -3.574], [0.591, 4.593, -4.098], [0.968, 4.660, -5.255], [1.086, 3.526, -3.198], [2.002, 2.570, -3.568], [2.240, 1.826, -2.479], [1.541, 2.224, -1.414], [0.810, 3.255, -1.829], [-0.106, 3.986, -0.888], [-0.678, 5.015, -1.343], [-0.238, 3.517, 0.250], [-0.419, 5.261, -2.567], [2.489, 2.403, -4.514], [2.843, 1.021, -2.372], [-1.054, 0.776, -8.120], [-1.055, 0.245, -6.871], [-2.074, -0.618, -6.522], [-2.053, -1.190, -5.259], [-1.044, -0.887, -4.352], [-0.049, 0.006, -4.732], [-0.041, 0.576, -5.998], [-0.949, -1.835, -2.413], [-3.087, -1.996, -2.185], [-3.609, -3.098, -1.517], [-4.970, -3.214, -1.270], [-5.798, -2.195, -1.693], [-7.131, -2.294, -1.448], [-5.321, -1.086, -2.358], [-3.957, -0.992, -2.597], [-0.910, -3.801, -3.484], [-2.020, -4.499, -3.959], [-1.890, -5.727, -4.597], [-0.624, -6.248, -4.769], [-0.487, -7.447, -5.399], [0.506, -5.591, -4.331], [0.347, -4.373, -3.680], [-2.863, -0.834, -7.232], [-2.841, -1.877, -4.977], [0.716, 0.272, -4.014], [0.733, 1.267, -6.308], [-2.939, -3.882, -1.180], [-5.386, -4.071, -0.755], [-6.003, -0.305, -2.666], [-3.560, -0.115, -3.090], [-3.010, -4.081, -3.828], [-2.753, -6.273, -4.958], [1.483, -6.027, -4.499], [1.224, -3.846, -3.315], [2.746, -0.767, 4.147], [1.505, 0.609, 4.582], [-0.128, -0.281, 4.979], [2.149, 1.268, 6.263], [0.929, 1.877, 2.636], [2.932, 3.033, 2.255], [4.206, 1.726, 1.727], [2.988, 4.416, 0.962], [3.626, 3.842, 3.843], [-0.571, 3.487, 3.524], [-0.123, 3.750, 5.378], [-0.689, 5.250, 2.857], [-2.299, 2.711, 3.535], [2.549, -1.665, 4.737], [3.779, -0.462, 4.332], [2.651, -1.040, 3.093], [-0.030, -1.062, 5.736], [-0.492, -0.743, 4.058], [-0.887, 0.430, 5.317], [2.357, 0.429, 6.932], [1.421, 1.915, 6.755], [3.074, 1.837, 6.152], [3.843, 1.208, 0.833], [4.348, 0.976, 2.509], [5.179, 2.166, 1.494], [2.978, 3.997, -0.045], [3.892, 5.018, 1.080], [2.119, 5.071, 1.050], [3.839, 3.092, 4.608], [2.909, 4.551, 4.265], [4.551, 4.384, 3.632], [0.952, 3.882, 5.518], [-0.430, 2.888, 5.976], [-0.625, 4.635, 5.779], [0.299, 5.707, 2.751], [-1.288, 5.878, 3.523], [-1.147, 5.252, 1.870], [-2.414, 1.989, 4.347], [-2.480, 2.196, 2.589], [-3.079, 3.469, 3.638], [-3.692, 1.635, -0.195], [-2.382, 1.036, -0.909], [-1.444, 0.577, -1.456]], "lowdin_charge": [0.731, -0.032, -0.303, -0.046, -0.056, -0.955, 0.022, 0.436, -0.255, -0.033, -0.088, -0.060, -0.143, 0.057, 0.064, 0.078, 0.077, 0.069, 0.046, 0.099, 0.102, 0.106, 0.078, 0.089, -0.536, 0.033, -0.060, -0.048, -0.015, 0.051, -0.144, -0.578, 0.037, -0.081, -0.039, 0.128, 0.018, 0.033, -0.285, -0.019, -0.124, -0.362, -0.110, -0.006, 1.449, -0.385, -0.159, -0.030, -0.286, 0.026, -0.015, -0.144, -0.357, -0.129, -0.028, -0.300, 0.019, -0.033, -0.139, 0.110, 0.089, 0.075, 0.114, 0.094, 0.110, 0.117, 0.098, 0.084, 0.108, 0.109, 0.088, -0.227, 0.306, -0.230, -0.220, 0.780, 0.273, -0.225, -0.199, -0.226, 0.316, -0.242, -0.209, -0.217, 0.027, 0.015, -0.015, 0.024, 0.001, 0.003, 0.022, -0.002, 0.001, -0.012, 0.003, 0.027, 0.013, 0.024, 0.018, -0.006, 0.012, 0.020, -0.001, 0.004, 0.018, 0.017, 0.024, 0.019, 0.010, -0.018, 0.028, 0.509, -1.023, -0.103], "energy_ev": -186978.225, "spin_multiplicity": 2, "charge": -2, "de_lowest_kcal_mol": 23.70, "lumo_ha": [0.1435, 0.1356]}



# 4
{"formula": "C3H11N2O", "method": "wB97M-V/def2-TZVPD", "elements": ["C", "C", "N", "C", "N", "H", "H", "H", "H", "H", "H", "H", "H", "H", "H", "H", "O"], "coordinates": [[1.261, -0.131, -1.286], [1.631, -0.931, -0.014], [0.325, -1.230, 0.809], [-0.475, -0.174, 0.652], [-0.678, 0.766, 1.527], [0.530, -0.694, -1.893], [2.252, 0.108, -1.791], [0.900, 0.879, -0.905], [2.411, -0.350, 0.538], [2.059, -1.943, -0.236], [0.313, -1.854, 1.590], [-0.840, 0.047, -0.422], [-0.132, 0.730, 2.386], [-1.587, 1.299, 1.452], [-2.652, 1.932, -0.991], [-2.987, 0.456, -0.736], [-2.333, 1.090, -0.680]], "lowdin_charge": [-0.100, -0.167, 0.050, -0.241, 0.224, 0.096, 0.113, 0.092, 0.127, 0.126, 0.138, 0.124, 0.150, 0.161, 0.082, 0.036, -0.011], "energy_ev": -8309.340, "spin_multiplicity": 1, "charge": 1, "de_lowest_kcal_mol": 56.55, "lumo_ha": -0.1476}